No. 1
Formula: C5H15N3
Source: OMol25
Level of theory: ωB97M-V/def2-TZVPD

Values from the calculation:
**Electronic energy**: -363.7052 hartree
**Structure (SMILES)**: N/C=C/N.CN(C)C

Each line ends with the Löwdin charge.
Cartesian coordinates (Å):
N  1.499  2.128  -0.638  0.03
C  0.720  1.527  -1.664  -0.18
C  0.684  0.198  -2.060  -0.24
N  -0.115  -0.140  -3.254  -0.03
H  1.912  1.469  -0.005  0.06
H  1.063  2.871  -0.124  0.07
H  0.156  2.263  -2.207  0.10
H  1.216  -0.613  -1.560  0.08
H  -0.888  -0.762  -2.961  0.06
H  0.455  -0.738  -3.873  0.06
C  -1.220  -0.572  3.025  -0.12
N  -0.512  -0.478  1.737  -0.32
C  0.653  -1.360  1.669  -0.13
C  -1.450  -0.795  0.646  -0.12
H  -0.512  -0.758  3.811  0.07
H  -2.069  -1.265  2.997  0.08
H  -1.623  0.424  3.271  0.08
H  1.312  -1.126  0.823  0.06
H  1.310  -1.260  2.539  0.08
H  0.324  -2.408  1.595  0.08
H  -1.020  -0.560  -0.384  0.06
H  -2.375  -0.199  0.788  0.09
H  -1.691  -1.892  0.672  0.08


No. 2
Formula: C5H10O2
Source: OMol25
Level of theory: ωB97M-V/def2-TZVPD

Values from the calculation:
**Electronic energy**: -346.8185 hartree

Each line ends with the Löwdin charge.
Cartesian coordinates (Å):
C  0.469  -1.734  1.193  -0.10
O  -0.595  -1.287  0.443  -0.12
C  -0.898  0.034  0.260  -0.39
C  -0.401  1.041  1.188  0.16
O  -0.800  2.005  -0.655  -0.06
C  -0.598  0.754  -1.136  -0.45
C  0.781  0.479  -1.705  -0.04
H  1.190  -0.920  1.278  0.09
H  0.129  -1.986  2.199  0.09
H  0.887  -2.654  0.777  0.10
H  -1.991  0.031  0.274  0.16
H  0.445  1.679  1.040  0.08
H  -0.634  0.927  2.251  0.10
H  -1.376  0.399  -1.834  0.14
H  0.891  -0.594  -1.900  0.08
H  0.923  1.019  -2.646  0.08
H  1.576  0.807  -1.027  0.08


No. 3
Formula: C19H18Cl5N3PdSb
Source: OMol25
Level of theory: ωB97M-V/def2-TZVPD

Values from the calculation:
**Electronic energy**: -3567.9922 hartree
**Total charge**: +1

Each line ends with the Löwdin charge.
Cartesian coordinates (Å):
Pd  -0.257  0.662  0.253  0.55
N  2.018  0.489  2.575  0.13
C  2.569  0.325  1.311  -0.29
C  3.960  0.179  1.217  0.01
C  4.540  0.023  -0.018  -0.03
C  3.732  -0.002  -1.154  -0.04
C  2.382  0.166  -0.984  -0.14
N  1.805  0.351  0.220  -0.04
C  0.812  0.016  3.112  -0.29
C  0.754  -0.114  4.504  0.00
C  -0.408  -0.571  5.080  -0.04
C  -1.488  -0.896  4.263  -0.04
C  -1.344  -0.728  2.909  -0.10
N  -0.219  -0.271  2.332  0.05
H  2.725  0.595  3.285  0.13
H  4.558  0.167  2.118  0.12
H  5.612  -0.097  -0.101  0.12
H  4.143  -0.141  -2.142  0.12
H  1.704  0.171  -1.828  0.11
H  1.614  0.134  5.112  0.12
H  -0.472  -0.679  6.154  0.12
H  -2.417  -1.264  4.671  0.12
H  -2.157  -0.957  2.232  0.10
Cl  -1.219  -1.677  -0.681  0.71
C  -2.574  -0.629  -0.357  -0.71
C  -2.232  0.628  0.119  -0.39
C  -3.293  1.456  0.462  -0.69
Cl  -2.997  3.008  1.170  0.70
C  -4.624  1.055  0.289  -0.70
Cl  -5.908  2.111  0.709  0.71
C  -4.914  -0.211  -0.222  -0.70
Cl  -6.540  -0.708  -0.439  0.72
C  -3.873  -1.080  -0.542  -0.71
Cl  -4.174  -2.655  -1.137  0.73
C  1.967  3.456  -1.093  -0.30
Sb  0.031  3.079  -0.310  1.33
C  -1.143  4.080  -1.753  -0.28
C  0.134  4.384  1.353  -0.30
H  2.081  4.521  -1.286  0.02
H  2.113  2.907  -2.022  0.01
H  2.718  3.138  -0.369  0.01
H  -0.986  5.154  -1.660  0.02
H  -2.193  3.846  -1.606  0.00
H  -0.829  3.749  -2.742  0.02
H  0.298  5.400  0.997  0.02
H  0.977  4.080  1.971  0.01
H  -0.778  4.335  1.939  -0.03


No. 4
Formula: C3H5BaO3
Source: OMol25
Level of theory: ωB97M-V/def2-TZVPD

Values from the calculation:
**Electronic energy**: -368.1566 hartree
**Total charge**: +1

Each line ends with the Löwdin charge.
Cartesian coordinates (Å):
H  -1.985  1.658  1.214  0.05
O  1.120  0.112  0.296  -0.21
C  1.023  -0.919  -0.518  -0.75
C  -0.469  0.680  0.535  -0.19
O  2.000  -1.681  -0.559  -0.20
O  -0.153  -1.164  -0.972  0.10
C  -1.121  -0.128  -0.593  -0.12
Ba  3.888  -0.367  0.550  2.00
H  -0.292  1.724  0.268  0.03
H  -0.677  0.274  1.528  0.04
H  -1.319  0.473  -1.483  0.13
H  -2.016  -0.662  -0.267  0.12


No. 5
Formula: C7H16N
Source: OMol25
Level of theory: ωB97M-V/def2-TZVPD

Values from the calculation:
**Electronic energy**: -330.7748 hartree
**Total charge**: +1

Each line ends with the Löwdin charge.
Cartesian coordinates (Å):
C  -2.044  -0.363  0.447  -0.07
C  -1.974  0.974  -0.232  -0.42
C  -1.134  1.945  0.169  0.01
C  -2.894  1.136  -1.414  -0.05
H  -3.053  -0.633  0.765  0.10
H  -1.391  -0.427  1.319  0.07
H  -1.696  -1.129  -0.251  0.08
H  -1.173  2.880  -0.366  0.07
H  -0.516  1.821  1.050  0.06
H  -2.894  2.169  -1.758  0.08
H  -3.911  0.955  -1.057  0.09
H  -2.640  0.420  -2.196  0.09
C  1.337  -1.889  1.126  -0.02
C  2.134  -0.935  0.271  -0.34
C  3.430  -0.990  -0.001  0.11
N  1.341  0.190  -0.288  0.23
H  1.906  -2.797  1.308  0.10
H  0.984  -1.418  2.045  0.10
H  0.460  -2.189  0.543  0.08
H  3.914  -0.139  -0.466  0.09
H  4.006  -1.884  0.189  0.09
H  0.344  0.212  -0.035  0.09
H  1.486  0.322  -1.290  0.18
H  1.670  1.054  0.162  0.17


No. 6
Formula: C3H7NO2
Source: OMol25
Level of theory: ωB97M-V/def2-TZVPD

Values from the calculation:
**Electronic energy**: -323.6704 hartree

Each line ends with the Löwdin charge.
Cartesian coordinates (Å):
O  1.017  0.271  1.331  -0.08
C  -0.396  0.147  1.365  -0.23
C  -1.048  0.379  0.013  -0.18
O  -0.976  -0.773  -0.845  -0.14
C  0.026  -1.072  -1.684  -0.17
N  1.098  -0.272  -1.577  0.06
H  1.382  -0.573  1.035  0.09
H  -0.705  -0.837  1.745  0.13
H  -0.757  0.904  2.069  0.12
H  -2.121  0.548  0.149  0.13
H  -0.621  1.267  -0.470  0.12
H  1.843  -0.460  -2.230  0.08
H  1.259  0.473  -0.901  0.08


No. 7
Formula: C28H50BrMnN2OSSi2
Source: OMol25
Level of theory: ωB97M-V/def2-TZVPD

Values from the calculation:
**2S+1**: 6
**Electronic energy**: -5983.8378 hartree
**Total charge**: +1

Each line ends with the Löwdin spin population.
Cartesian coordinates (Å):
Mn  1.083  -1.429  0.508  4.65
C  0.365  -2.864  4.050  0.00
C  1.734  -2.381  3.663  0.01
C  2.792  -2.432  4.543  0.01
C  4.020  -1.904  4.137  0.01
C  4.178  -1.356  2.888  0.00
C  3.080  -1.354  2.005  0.03
N  1.883  -1.869  2.431  0.05
N  3.032  -0.897  0.731  0.06
Si  4.301  -0.210  -0.234  0.01
C  4.733  1.508  0.361  0.00
C  3.635  -0.160  -1.991  0.00
C  5.840  -1.276  -0.221  0.00
H  0.374  -3.932  4.272  0.00
H  -0.348  -2.672  3.249  0.00
H  0.012  -2.348  4.942  0.00
H  2.661  -2.851  5.531  0.00
H  4.860  -1.918  4.821  0.00
H  5.124  -0.934  2.579  0.00
H  3.835  2.120  0.479  0.00
H  5.395  2.016  -0.346  0.00
H  5.241  1.482  1.328  0.00
H  2.565  -0.379  -2.044  0.00
H  4.141  -0.905  -2.611  0.00
H  3.798  0.817  -2.454  0.00
H  6.429  -1.173  0.692  0.00
H  6.492  -0.998  -1.054  0.00
H  5.583  -2.331  -0.341  0.00
C  0.046  -5.432  -0.924  0.00
S  -0.339  -3.795  -1.518  0.02
O  0.679  -2.909  -0.810  0.06
C  -1.891  -3.521  -0.714  0.00
C  -1.989  -3.525  0.672  0.00
C  -3.208  -3.243  1.261  0.00
C  -4.316  -2.965  0.463  0.00
C  -4.209  -2.966  -0.919  0.00
C  -2.985  -3.236  -1.519  0.00
H  0.036  -5.433  0.165  0.00
H  1.037  -5.679  -1.301  0.00
H  -0.695  -6.124  -1.322  0.00
H  -1.119  -3.745  1.281  0.00
H  -3.301  -3.240  2.339  0.00
H  -5.269  -2.747  0.928  0.00
H  -5.072  -2.748  -1.533  0.00
H  -2.879  -3.218  -2.597  0.00
C  -0.129  4.470  -0.914  0.00
C  0.171  3.049  -0.397  0.00
C  0.669  3.144  1.056  0.00
C  1.354  2.489  -1.197  0.00
Si  -1.386  1.955  -0.605  0.01
Br  -0.938  0.101  0.775  0.05
C  -2.990  2.612  0.199  0.00
C  -3.634  3.634  -0.759  0.00
C  -2.701  3.317  1.533  0.00
C  -4.021  1.514  0.502  0.00
C  -1.626  1.165  -2.325  0.00
C  -1.614  2.264  -3.404  0.00
C  -2.972  0.428  -2.401  0.00
C  -0.547  0.120  -2.655  0.00
H  0.799  5.050  -0.895  0.00
H  -0.849  4.996  -0.290  0.00
H  -0.496  4.481  -1.943  0.00
H  1.514  3.839  1.082  0.00
H  1.030  2.182  1.422  0.00
H  -0.078  3.512  1.750  0.00
H  2.236  3.105  -0.994  0.00
H  1.191  2.505  -2.272  0.00
H  1.602  1.469  -0.898  0.00
H  -2.961  4.451  -1.021  0.00
H  -4.503  4.078  -0.262  0.00
H  -3.991  3.177  -1.682  0.00
H  -2.080  4.201  1.417  0.00
H  -2.227  2.652  2.258  0.00
H  -3.651  3.645  1.965  0.00
H  -4.355  0.980  -0.384  0.00
H  -4.901  1.988  0.949  0.00
H  -3.646  0.785  1.221  0.00
H  -2.359  3.042  -3.225  0.00
H  -1.850  1.806  -4.370  0.00
H  -0.641  2.742  -3.505  0.00
H  -3.825  1.102  -2.336  0.00
H  -3.068  -0.330  -1.618  0.00
H  -3.037  -0.082  -3.368  0.00
H  0.464  0.518  -2.648  0.00
H  -0.737  -0.272  -3.660  0.00
H  -0.585  -0.728  -1.967  0.00


No. 8
Formula: C4H6FNO
Source: OMol25
Level of theory: ωB97M-V/def2-TZVPD

Values from the calculation:
**Electronic energy**: -385.8027 hartree
**Structure (SMILES)**: CO[C@](C)(F)C#N

Each line ends with the Löwdin charge.
Cartesian coordinates (Å):
C  -0.995  1.545  0.552  -0.12
O  -0.415  0.655  -0.388  -0.15
C  0.794  -0.299  0.172  -0.41
C  0.773  -1.683  -0.500  0.00
F  0.573  -0.407  1.549  0.03
C  2.037  0.459  -0.094  -0.12
N  2.886  1.189  -0.351  0.19
H  -1.762  1.901  -0.116  0.09
H  -0.421  2.347  0.870  0.06
H  -1.597  0.996  1.324  0.10
H  1.224  -1.617  -1.539  0.11
H  -0.205  -2.253  -0.376  0.12
H  1.540  -2.226  0.103  0.10